Below is 2 unconnected molecules or ions with the total composition CH5N2S, with properties calculated with wB97M-V/def2-TZVPD.

```
9
CH5N2S, DFT wB97M-V/def2-TZVPD
H -1.56 0.94 3.29
H 0.56 0.53 0.39
C 0.48 -0.16 -0.61
N -0.53 -1.06 -0.88
S -0.94 1.74 2.32
H 1.91 0.92 -1.22
H -0.50 -1.56 -1.75
H -0.68 -1.67 -0.03
N 1.24 0.31 -1.52
```

Values from the calculation:
Energy relative to the best compared isomer or geometry (same formula, charge and spin) ... 1.176 eV
Highest occupied orbital energy ... -2.63 eV
Charge ... -1
M ... 77.132 g mol⁻¹
Calculated total energy ... -14933.708 eV